Formula: C4H8AlFO7P
Source: OMol25
Level of theory: ωB97M-V with the def2-TZVPD basis set

Summary:
Frontier orbital gap, hartree: 0.1320
Strongest force on any atom, eV Å⁻¹: 3.4
ΔE to the lowest compared entry with this formula, charge and spin, kcal per mole: 92.2
E, hartree: -1367.417479
Total charge: -1
HOMO energy, Ha: -0.1597

Positions of all 22 atoms, in Å:
Al  28.444  -16.553  -34.204
P  32.767  -17.430  -33.786
O  32.349  -15.904  -33.561
O  34.280  -17.635  -33.997
O  32.022  -17.782  -35.112
O  31.915  -18.076  -32.648
F  28.098  -15.426  -30.282
C  30.363  -9.074  -37.632
C  29.331  -8.894  -36.498
O  28.945  -10.063  -35.817
C  29.676  -10.837  -35.019
O  29.235  -11.795  -34.419
O  30.839  -10.276  -34.714
C  31.747  -10.879  -33.896
H  31.303  -9.416  -37.199
H  30.670  -8.162  -38.143
H  30.018  -9.776  -38.391
H  28.465  -8.397  -36.935
H  29.794  -8.183  -35.814
H  32.628  -10.255  -33.746
H  32.145  -11.712  -34.475
H  31.322  -11.201  -32.945


Formula: C4H8BN
Source: OMol25
Level of theory: ωB97M-V with the def2-TZVPD basis set

Summary:
Frontier orbital gap (alpha / beta), hartree: 0.2699 / 0.3039
Strongest force on any atom, eV Å⁻¹: 2.0
ΔE to the lowest compared entry with this formula, charge and spin, kcal per mole: 114.9
E, hartree: -236.650395
HOMO energy (alpha / beta), Ha: -0.2917 / -0.3096

Positions of all 14 atoms, in Å:
B  1.136  -0.516  0.435
C  -1.976  -0.636  0.081
C  2.356  -1.388  -0.193
C  -1.377  1.690  -0.481
C  -1.423  0.560  0.507
N  -2.431  -1.612  -0.338
H  1.282  -0.001  1.473
H  -1.403  0.791  1.557
H  2.389  -2.293  0.420
H  3.287  -0.854  -0.018
H  2.291  -1.685  -1.232
H  -0.734  2.491  -0.125
H  -1.017  1.351  -1.452
H  -2.381  2.103  -0.635


Formula: C4H8BNO2
Source: OMol25
Level of theory: ωB97M-V with the def2-TZVPD basis set

Summary:
Frontier orbital gap (alpha / beta), hartree: 0.2289 / 0.2962
Strongest force on any atom, eV Å⁻¹: 4.9
E, hartree: -387.211789
Multiplicity: 3
HOMO energy (alpha / beta), Ha: -0.2134 / -0.3678

Positions of all 16 atoms, in Å:
B  2.102  0.750  0.218
C  -0.859  0.815  0.770
C  -1.451  -1.153  -0.136
C  -1.549  -0.063  -1.075
C  -0.772  -0.515  1.087
N  -1.284  1.083  -0.479
O  2.177  -0.623  0.129
O  1.901  1.573  -0.808
H  -0.755  1.542  1.586
H  -2.459  -1.367  0.330
H  -0.971  -1.996  -0.484
H  2.117  1.157  1.408
H  -1.787  -0.263  -2.099
H  -0.511  -1.061  1.926
H  2.329  -0.945  -0.713
H  1.772  1.065  -1.660


Formula: C4H8Br2O
Source: OMol25
Level of theory: ωB97M-V with the def2-TZVPD basis set

Summary:
Frontier orbital gap, hartree: 0.3757
Strongest force on any atom, eV Å⁻¹: 4.5
ΔE to the lowest compared entry with this formula, charge and spin, kcal per mole: 28.6
E, hartree: -5380.397213
HOMO energy, Ha: -0.3555

Positions of all 15 atoms, in Å:
C  -1.520  1.121  -0.185
C  2.847  -0.355  -1.128
C  -0.801  -0.212  0.033
C  1.516  0.302  -1.223
O  0.608  -0.029  0.133
Br  1.715  2.242  -0.970
Br  0.558  -0.073  -2.767
H  -0.840  1.651  -0.874
H  -2.404  0.728  -0.644
H  -1.845  1.763  0.550
H  3.531  -0.187  -1.919
H  3.501  -0.056  -0.223
H  2.634  -1.494  -0.982
H  -1.044  -0.986  -0.725
H  -0.920  -0.681  1.088


> Which of these has the lowest E?

C4H8Br2O